# 1
{"formula": "C4H15NO2", "method": "wB97M-V/def2-TZVPD", "e_homo_ev": -8.3, "lumo_ev": 0.39, "multiplicity": 1, "energy_ha": -366.597302, "charge": 0, "smiles": "CCNCC.O.O", "relative_energy_kcal_mol": 33.8, "species": ["C", "C", "N", "C", "C", "H", "H", "H", "H", "H", "H", "H", "H", "H", "H", "H", "H", "H", "O", "H", "H", "O"], "positions_angstrom": [[-0.005, 1.742, 1.221], [0.696, 0.470, 1.742], [0.893, -0.602, 0.776], [-0.368, -0.900, 0.063], [-0.410, -2.398, -0.246], [0.112, 1.787, 0.137], [0.266, 2.655, 1.745], [-1.085, 1.622, 1.328], [1.613, 0.734, 2.278], [0.126, 0.058, 2.584], [1.612, -0.355, 0.110], [-1.225, -0.531, 0.607], [-0.325, -0.449, -0.926], [0.469, -2.643, -0.847], [-0.278, -3.031, 0.630], [-1.284, -2.614, -0.861], [2.406, 0.211, -2.511], [2.012, 1.526, -1.933], [1.666, 0.630, -2.038], [-1.845, 1.279, -1.411], [-2.490, 0.004, -1.496], [-2.555, 0.804, -0.954]], "nbo_charge": [-0.647, -0.221, -0.639, -0.232, -0.606, 0.195, 0.212, 0.216, 0.190, 0.180, 0.365, 0.206, 0.169, 0.196, 0.211, 0.192, 0.474, 0.473, -0.941, 0.463, 0.462, -0.920]}


# 2
{"formula": "C4H15NO2", "method": "wB97M-V/def2-TZVPD", "e_homo_ev": -9.4, "lumo_ev": 0.86, "multiplicity": 1, "energy_ha": -366.568280, "charge": 0, "smiles": "CCNCC.O.O", "relative_energy_kcal_mol": 52.0, "species": ["C", "N", "C", "C", "C", "H", "H", "H", "H", "H", "H", "H", "H", "H", "H", "H", "H", "H", "O", "H", "H", "O"], "positions_angstrom": [[-0.521, -0.855, 1.224], [-0.645, -0.603, -0.266], [-1.778, -1.355, -0.908], [-1.328, -1.940, -2.198], [0.682, -0.213, 2.049], [-0.505, -2.004, 1.313], [-1.463, -0.429, 1.626], [0.164, -1.058, -0.560], [-2.475, -0.506, -1.113], [-2.255, -2.137, -0.270], [-2.084, -1.964, -3.062], [-0.806, -2.980, -2.184], [-0.532, -1.482, -2.784], [1.468, -0.953, 2.080], [0.981, 0.709, 1.751], [0.336, -0.200, 3.039], [2.344, 4.106, 0.096], [2.454, 5.110, 1.404], [2.585, 4.151, 1.080], [1.704, 1.781, -0.293], [0.429, 1.232, -0.878], [1.245, 1.589, -1.144]], "nbo_charge": [-0.213, -0.635, -0.247, -0.655, -0.610, 0.164, 0.183, 0.341, 0.201, 0.189, 0.226, 0.207, 0.229, 0.205, 0.207, 0.214, 0.484, 0.481, -0.965, 0.462, 0.486, -0.955]}


# 3
{"formula": "C4H15NO2", "method": "wB97M-V/def2-TZVPD", "e_homo_ev": -8.3, "lumo_ev": 0.67, "multiplicity": 1, "energy_ha": -366.589727, "charge": 0, "smiles": "CCN(C)C.O.O", "relative_energy_kcal_mol": 38.5, "species": ["C", "C", "N", "C", "C", "H", "H", "H", "H", "H", "H", "H", "H", "H", "H", "H", "H", "H", "O", "H", "H", "O"], "positions_angstrom": [[1.824, 0.277, -0.526], [0.586, 0.079, -1.401], [-0.592, -0.253, -0.579], [-1.761, 0.442, -1.056], [-0.772, -1.681, -0.569], [1.670, -0.023, 0.514], [2.660, -0.358, -0.808], [2.209, 1.298, -0.515], [0.836, -0.717, -2.118], [0.363, 0.920, -2.054], [-2.073, 0.152, -2.068], [-1.632, 1.527, -1.093], [-2.589, 0.388, -0.344], [0.164, -2.184, -0.295], [-1.456, -2.043, 0.198], [-1.080, -2.109, -1.528], [-1.892, 4.102, -1.983], [-1.018, 4.474, -0.778], [-1.416, 3.727, -1.236], [2.608, -2.742, 6.529], [1.692, -2.472, 5.397], [1.668, -2.803, 6.312]], "nbo_charge": [-0.625, -0.231, -0.442, -0.434, -0.412, 0.219, 0.200, 0.209, 0.171, 0.202, 0.154, 0.232, 0.198, 0.194, 0.198, 0.162, 0.472, 0.475, -0.942, 0.463, 0.465, -0.928]}


# 4
{"formula": "C4H15NO2", "method": "wB97M-V/def2-TZVPD", "e_homo_ev": -8.6, "lumo_ev": 0.62, "multiplicity": 1, "energy_ha": -366.603497, "charge": 0, "smiles": "CCCNC.O.O", "relative_energy_kcal_mol": 29.9, "species": ["C", "C", "C", "N", "C", "H", "H", "H", "H", "H", "H", "H", "H", "H", "H", "H", "H", "H", "O", "H", "H", "O"], "positions_angstrom": [[0.201, -0.140, 2.123], [-0.641, -1.016, 1.161], [-1.235, -0.248, 0.007], [-0.180, 0.039, -0.984], [-0.565, 0.796, -2.174], [-0.521, 0.596, 2.504], [0.633, -0.588, 3.019], [0.982, 0.428, 1.629], [0.095, -1.790, 0.927], [-1.452, -1.559, 1.654], [-1.975, -0.900, -0.473], [-1.733, 0.696, 0.268], [0.629, 0.452, -0.541], [-1.469, 0.386, -2.616], [-0.734, 1.849, -1.910], [0.186, 0.744, -2.966], [1.828, -2.882, -1.162], [0.922, -1.635, -0.972], [1.302, -2.411, -0.512], [1.069, 2.523, 1.077], [1.771, 2.239, -0.205], [0.889, 2.422, 0.143]], "nbo_charge": [-0.607, -0.438, -0.214, -0.671, -0.412, 0.190, 0.214, 0.186, 0.259, 0.203, 0.192, 0.170, 0.373, 0.194, 0.179, 0.194, 0.466, 0.496, -0.986, 0.475, 0.467, -0.931]}


# 5
{"formula": "C4H15NO2S", "method": "wB97M-V/def2-TZVPD", "e_homo_ev": -8.8, "lumo_ev": -5.27, "multiplicity": 1, "energy_ha": -764.503008, "charge": 0, "relative_energy_kcal_mol": 200.4, "species": ["C", "N", "C", "C", "S", "C", "H", "H", "H", "H", "H", "H", "H", "H", "H", "H", "H", "H", "H", "O", "H", "H", "O"], "positions_angstrom": [[1.912, 0.136, 1.345], [2.990, 0.346, 0.399], [-2.210, 1.341, -1.699], [-0.938, 0.863, -1.543], [-1.554, 0.049, 1.821], [1.432, -1.303, 1.183], [2.248, 0.294, 2.328], [1.045, 0.745, 1.227], [2.627, 0.127, -0.502], [-2.569, 2.024, -2.455], [-3.020, 1.057, -0.972], [-0.636, 0.307, -0.686], [-0.119, 1.101, -2.260], [-1.417, 1.353, 1.368], [0.697, -1.555, 1.930], [0.925, -1.385, 0.183], [2.268, -1.982, 1.187], [2.036, -0.808, -2.411], [3.334, 1.279, 0.435], [1.559, -0.368, -1.689], [-2.889, -0.782, 0.598], [-4.168, -1.753, 0.325], [-3.555, -1.085, -0.112]], "nbo_charge": [-0.238, -0.597, -0.378, -0.372, -0.196, -0.633, 0.218, 0.218, 0.398, 0.193, 0.206, 0.189, 0.217, 0.146, 0.222, 0.260, 0.215, 0.441, 0.363, -0.825, 0.454, 0.468, -0.971]}


# 6
{"formula": "C4H15NO2S", "method": "wB97M-V/def2-TZVPD", "e_homo_ev": -8.4, "lumo_ev": 0.58, "multiplicity": 1, "energy_ha": -764.770482, "charge": 0, "smiles": "CN[C@H](C)CS.O.O", "relative_energy_kcal_mol": 32.5, "species": ["C", "N", "C", "C", "S", "C", "H", "H", "H", "H", "H", "H", "H", "H", "H", "H", "H", "H", "H", "O", "H", "H", "O"], "positions_angstrom": [[-0.100, -2.140, -0.308], [-0.984, -1.097, 0.129], [-0.454, 0.183, 0.462], [-1.488, 1.298, 0.320], [-1.079, 2.985, 0.643], [0.153, 0.160, 1.872], [0.541, -2.652, 0.420], [-0.567, -2.931, -0.885], [0.653, -1.634, -0.924], [-1.968, -1.237, 0.168], [0.299, 0.413, -0.307], [-1.973, 1.102, -0.660], [-2.471, 1.005, 0.719], [-0.556, 3.347, -0.541], [0.473, 1.140, 2.204], [-0.618, -0.134, 2.587], [0.950, -0.577, 1.938], [3.738, -0.977, 0.199], [2.236, -0.678, 0.365], [2.859, -1.286, -0.051], [0.665, 0.841, -3.255], [-0.196, 1.526, -2.080], [-0.114, 1.342, -3.016]], "nbo_charge": [-0.408, -0.665, -0.044, -0.610, 0.009, -0.633, 0.176, 0.208, 0.187, 0.382, 0.157, 0.244, 0.241, 0.121, 0.217, 0.214, 0.200, 0.474, 0.471, -0.943, 0.482, 0.472, -0.952]}


# 7
{"formula": "C4H15NO3", "method": "wB97M-V/def2-TZVPD", "e_homo_ev": [0.9, -6.4], "lumo_ev": [3.61, 3.50], "multiplicity": 2, "energy_ha": -441.743709, "charge": -1, "relative_energy_kcal_mol": 65.3, "species": ["C", "C", "N", "C", "C", "O", "H", "H", "H", "H", "H", "H", "H", "H", "H", "H", "H", "H", "H", "O", "H", "H", "O"], "positions_angstrom": [[-1.905, 0.295, -1.668], [-0.599, 1.171, -1.194], [0.286, 0.265, -0.180], [1.513, 0.911, 0.036], [1.856, 1.006, 1.542], [2.872, 0.021, 1.820], [-1.692, -0.467, -2.375], [-2.479, -0.378, -0.919], [-2.470, 1.144, -2.066], [0.035, 1.616, -1.990], [-0.904, 1.995, -0.518], [0.433, -0.614, -0.658], [2.399, 0.484, -0.482], [1.546, 2.051, -0.565], [0.850, 0.646, 2.052], [2.319, 1.868, 1.860], [2.306, -0.774, 1.721], [-0.525, -2.449, -1.163], [-0.642, -2.798, 0.292], [-0.304, -3.104, -0.584], [-2.204, -1.088, 2.229], [-1.290, -0.523, 1.131], [-1.399, -1.276, 1.677]], "nbo_charge": [-0.906, -0.279, -0.683, -0.240, -0.130, -0.737, 0.188, 0.209, 0.204, 0.176, 0.184, 0.358, 0.198, 0.143, 0.190, 0.171, 0.461, 0.447, 0.498, -0.986, 0.335, 0.466, -1.266]}


# 8
{"formula": "C4H15NO3", "method": "wB97M-V/def2-TZVPD", "e_homo_ev": -9.3, "lumo_ev": -3.61, "multiplicity": 1, "energy_ha": -441.545037, "charge": 0, "relative_energy_kcal_mol": 211.4, "species": ["C", "C", "C", "O", "C", "N", "H", "H", "H", "H", "H", "H", "H", "H", "H", "H", "H", "H", "H", "O", "H", "H", "O"], "positions_angstrom": [[-0.695, -0.776, 0.359], [-0.880, 0.375, 0.945], [-0.048, 1.188, 1.874], [1.356, 1.904, -0.740], [-1.013, -1.121, -1.102], [0.057, -0.828, -1.929], [0.425, -2.892, 2.414], [1.164, -2.869, 2.442], [-1.676, 0.974, 0.457], [-0.333, 2.235, 1.832], [0.989, 1.098, 1.564], [-0.117, 0.824, 2.904], [1.830, 2.198, -1.527], [-1.401, -2.144, -1.114], [-1.774, -0.330, -1.331], [-0.019, 0.174, -2.008], [0.878, -1.210, -1.416], [-1.581, 2.359, -1.692], [0.419, 1.869, -1.072], [-1.154, 1.500, -1.640], [2.106, -1.230, 0.065], [0.140, -1.489, 0.677], [1.326, -1.809, 0.037]], "nbo_charge": [0.013, -0.115, -0.655, -1.012, -0.269, -0.709, -0.018, 0.020, 0.312, 0.242, 0.259, 0.244, 0.465, 0.208, 0.318, 0.418, 0.408, 0.457, 0.503, -1.130, 0.482, 0.364, -0.806]}


# 9
{"formula": "C4H15NO3", "method": "wB97M-V/def2-TZVPD", "e_homo_ev": -9.2, "lumo_ev": 0.80, "multiplicity": 1, "energy_ha": -441.853266, "charge": 0, "smiles": "C1CCNC1.O.O.O", "relative_energy_kcal_mol": 18.0, "species": ["N", "C", "C", "C", "C", "H", "H", "H", "H", "H", "H", "H", "H", "H", "H", "H", "O", "H", "H", "O", "H", "H", "O"], "positions_angstrom": [[-1.701, 0.591, 0.021], [-1.237, 1.661, -0.839], [0.291, 1.758, -0.611], [0.529, 1.146, 0.752], [-0.890, 0.772, 1.248], [-2.705, 0.551, 0.162], [-1.654, 2.665, -0.637], [-1.527, 1.391, -1.851], [0.631, 2.780, -0.688], [0.748, 1.189, -1.454], [1.100, 1.688, 1.473], [1.042, 0.165, 0.593], [-1.447, 1.402, 1.945], [-0.716, -0.176, 1.751], [-0.107, -1.676, -1.198], [-1.032, -0.978, -0.250], [-0.841, -1.883, -0.639], [1.071, -3.190, 1.542], [0.262, -2.125, 0.997], [1.113, -2.293, 1.184], [3.091, -1.834, -1.426], [1.784, -2.117, -0.744], [2.195, -1.489, -1.332]], "nbo_charge": [-0.651, -0.220, -0.420, -0.431, -0.236, 0.385, 0.164, 0.200, 0.211, 0.221, 0.223, 0.233, 0.183, 0.190, 0.467, 0.483, -0.994, 0.470, 0.478, -0.948, 0.471, 0.487, -0.966]}


# 10
{"formula": "C4H15NO3", "method": "wB97M-V/def2-TZVPD", "e_homo_ev": -8.8, "lumo_ev": 0.65, "multiplicity": 1, "energy_ha": -441.829909, "charge": 0, "smiles": "CC/C=C/N.O.O.O", "relative_energy_kcal_mol": 32.6, "species": ["C", "C", "C", "C", "N", "H", "H", "H", "H", "H", "H", "H", "H", "H", "H", "H", "O", "H", "H", "O", "H", "H", "O"], "positions_angstrom": [[-2.509, 0.564, 1.030], [-1.327, -0.038, 1.828], [-0.451, -1.026, 1.002], [0.292, -0.516, 0.029], [0.929, -1.395, -0.925], [-2.514, 1.619, 1.292], [-3.490, 0.180, 1.276], [-2.428, 0.274, -0.014], [-0.619, 0.764, 1.986], [-1.600, -0.499, 2.778], [-0.593, -2.088, 1.132], [0.649, 0.490, -0.110], [1.926, -1.218, -0.942], [0.832, -2.358, -0.632], [1.618, 1.327, 2.259], [2.080, 0.090, 3.091], [2.351, 0.976, 2.763], [0.390, 1.030, -2.147], [1.295, 2.093, -2.753], [1.134, 1.604, -1.931], [-0.008, -0.792, -3.324], [1.439, -0.399, -3.647], [0.604, -0.680, -4.041]], "nbo_charge": [-0.617, -0.421, -0.263, -0.039, -0.838, 0.214, 0.207, 0.214, 0.188, 0.211, 0.196, 0.214, 0.368, 0.362, 0.469, 0.474, -0.941, 0.472, 0.480, -0.951, 0.473, 0.473, -0.945]}


# 11
{"formula": "C4H15NO3S2", "method": "wB97M-V/def2-TZVPD", "e_homo_ev": -8.9, "lumo_ev": 0.20, "multiplicity": 1, "energy_ha": -1238.170493, "charge": 0, "smiles": "CN[C@@H](CO)CSS.O.O", "relative_energy_kcal_mol": 44.3, "species": ["S", "S", "C", "C", "C", "O", "N", "C", "H", "H", "H", "H", "H", "H", "H", "H", "H", "H", "H", "H", "H", "O", "H", "H", "O"], "positions_angstrom": [[3.805, -0.390, -0.889], [3.216, 1.079, 0.352], [1.458, 1.458, 0.195], [0.522, 0.465, -0.566], [-0.165, 1.324, -1.646], [-0.716, 0.415, -2.588], [-0.548, 0.022, 0.366], [-1.313, 0.859, 1.269], [3.590, -1.431, 0.015], [1.301, 2.535, -0.058], [1.109, 1.747, 1.220], [0.925, -0.600, -0.979], [-0.842, 2.033, -1.109], [0.495, 2.129, -2.113], [-1.649, 0.306, -2.313], [-0.108, -0.780, 0.770], [-1.574, 1.811, 0.832], [-0.752, 1.084, 2.179], [-2.238, 0.344, 1.627], [-3.144, -1.176, 1.130], [-2.061, -1.626, 0.220], [-2.992, -1.854, 0.460], [1.325, -3.003, 0.507], [-0.092, -3.629, 0.250], [0.447, -3.119, 0.868]], "nbo_charge": [-0.106, 0.099, -0.606, -0.079, -0.083, -0.713, -0.688, -0.410, 0.115, 0.220, 0.231, 0.249, 0.167, 0.181, 0.479, 0.387, 0.199, 0.176, 0.186, 0.455, 0.481, -0.944, 0.473, 0.485, -0.952]}


# 12
{"formula": "C4H15NSi2", "method": "wB97M-V/def2-TZVPD", "e_homo_ev": -8.5, "lumo_ev": 0.55, "multiplicity": 1, "energy_ha": -795.033557, "charge": 0, "relative_energy_kcal_mol": 93.0, "species": ["C", "C", "C", "C", "N", "Si", "Si", "H", "H", "H", "H", "H", "H", "H", "H", "H", "H", "H", "H", "H", "H", "H"], "positions_angstrom": [[1.119, -0.301, -2.925], [0.970, 0.311, 2.302], [0.185, 0.224, -1.751], [0.794, -0.262, -0.431], [-1.350, -2.272, 1.464], [-2.246, 1.269, 0.939], [-0.365, -0.101, 0.985], [1.091, 0.361, -3.833], [2.190, -0.257, -2.606], [0.836, -1.292, -3.318], [1.509, 1.211, 1.959], [0.498, 0.462, 3.406], [1.622, -0.620, 2.428], [0.185, 1.282, -1.880], [-0.805, -0.138, -1.800], [1.899, 0.247, -0.377], [1.069, -1.273, -0.591], [-2.051, -2.147, 2.126], [-0.707, -2.991, 1.840], [-1.893, 2.613, 0.302], [-2.894, 1.694, 2.226], [-3.203, 0.705, 0.012]], "nbo_charge": [-0.615, -1.135, -0.398, -0.936, -1.171, 0.337, 1.334, 0.207, 0.202, 0.214, 0.238, 0.236, 0.251, 0.202, 0.202, 0.241, 0.254, 0.333, 0.350, -0.124, -0.102, -0.122]}